The following is a quantum chemistry calculation of C42H29CsF10N14O6S as an isolated structure in a non-equilibrium geometry, from the OMol25 dataset.

The geometry in ORCA input format:
```
! RIJCOSX wB97M-V def2-TZVPD def2/J DEFGRID3
* xyz -2 1
Cs -0.22213 -1.16999 1.09082
C 2.63109 -1.46622 -3.61804
N 1.88610 -2.27210 -2.67469
C 0.47045 -2.35531 -3.05314
C -0.29631 -3.51414 -2.39682
N -1.00816 -3.09652 -1.20313
C -1.65853 -3.99667 -0.48094
C -2.45529 -3.55788 0.63915
F -2.55904 -2.21143 0.85142
C -3.19262 -4.36381 1.46907
F -3.92286 -3.82141 2.45235
C -3.21534 -5.73798 1.27666
F -3.91595 -6.55668 2.09687
C -2.48269 -6.23472 0.21641
F -2.48187 -7.56435 -0.00432
C -1.74903 -5.41902 -0.62096
F -1.10033 -6.05846 -1.63439
C 2.05443 -1.78198 -1.31558
C 3.38471 -2.13363 -0.66359
N 3.29041 -1.75297 0.73853
C 4.37739 -1.80791 1.47714
C 4.29034 -1.42848 2.86177
F 3.07291 -1.09469 3.34728
C 5.33963 -1.39289 3.74037
F 5.13147 -1.00081 5.01537
C 6.62517 -1.75390 3.34851
F 7.67150 -1.70722 4.21479
C 6.77785 -2.16391 2.03954
F 8.00078 -2.54755 1.61191
C 5.72053 -2.19859 1.15124
F 6.03104 -2.66013 -0.09551
H 2.47348 -1.83507 -4.63478
H 3.69982 -1.51809 -3.40417
H 2.33641 -0.40080 -3.59362
H 0.44800 -2.49325 -4.13887
H -0.06111 -1.40234 -2.83756
H 0.43987 -4.30748 -2.21438
H -0.99340 -3.91334 -3.15253
H 1.27265 -2.22224 -0.71602
H 1.92538 -0.68574 -1.26657
H 4.20183 -1.61743 -1.18751
H 3.55574 -3.20931 -0.81358
N -1.00790 3.10745 2.22606
C -1.33792 3.29877 0.94551
N -1.43053 4.55726 0.48670
C -1.70634 4.63844 -0.80646
N -1.74616 5.89612 -1.35656
N -1.93874 3.62256 -1.63805
C -1.89156 2.42372 -1.04631
N -1.59066 2.19069 0.21488
C -2.25556 1.25431 -1.90405
C -2.39665 1.42906 -3.27388
C -2.76016 0.33268 -4.04344
C -2.98092 -0.87559 -3.41488
C -2.82386 -0.95323 -2.03391
N -2.45823 0.08730 -1.28810
H -0.94875 3.89187 2.84547
H -0.96225 2.12902 2.55565
H -1.85651 6.65161 -0.70381
H -2.25825 5.95579 -2.21976
H -2.22458 2.40425 -3.70557
H -2.86552 0.42699 -5.11821
H -3.25368 -1.76456 -3.96863
H -2.94471 -1.89266 -1.51415
N 3.74615 2.66452 -1.06251
C 3.43403 2.64360 -2.40363
C 4.17114 2.92541 -3.54748
C 3.51603 2.78807 -4.75711
C 2.17478 2.38165 -4.82029
C 1.45376 2.09909 -3.67637
C 2.09686 2.23280 -2.44844
N 1.61400 2.00026 -1.16643
C 2.62226 2.26134 -0.38287
C 2.65126 2.16820 1.07958
C 3.58963 2.75266 1.88065
S 3.27828 2.34316 3.51023
C 1.92283 1.43238 3.00791
N 1.70983 1.41838 1.73312
H 4.64889 2.82235 -0.65521
H 5.20886 3.23118 -3.50290
H 4.05179 2.99137 -5.67630
H 1.70053 2.27691 -5.78840
H 0.42717 1.77026 -3.71756
H 4.41445 3.38547 1.59946
H 1.30678 0.88408 3.70542
O -1.79698 -1.31509 4.15190
C -1.85751 -0.22925 3.57411
O -0.92384 0.39519 2.99656
C -3.21489 0.45888 3.49304
C -3.69261 0.93665 2.27510
C -4.91711 1.57803 2.26236
C -5.69514 1.78549 3.38585
C -5.18164 1.28339 4.56750
C -3.97352 0.61522 4.64819
N -5.97849 1.47836 5.80032
O -5.46289 1.19802 6.86194
O -7.11029 1.91045 5.68181
N -5.43881 2.09896 0.97345
O -4.94028 1.68268 -0.04694
O -6.34781 2.91208 1.02055
H -3.10756 0.83980 1.36328
H -6.63621 2.30440 3.34017
H -3.61865 0.20819 5.58294
*
```

**Gap between HOMO and LUMO**: 4.76 eV
**HOMO**: -1.741 eV
**Electronic energy**: -115727.1331 eV
**LUMO level**: 3.0 eV

=====

The following is a quantum chemistry calculation of C11H19Br9O4S2 as an isolated structure, from the OMol25 dataset.

The geometry in ORCA input format:
```
! RIJCOSX wB97M-V def2-TZVPD def2/J DEFGRID3
* xyz 0 1
C -22.07506 -8.19851 -26.43400
Br -23.18229 -7.12470 -25.29568
Br -20.68947 -9.09683 -25.46053
Br -21.34505 -7.16987 -27.89323
H -22.70723 -8.95272 -26.87818
C -16.16935 -16.44604 -29.75808
Br -17.28166 -15.12440 -30.58597
Br -15.59604 -15.87485 -28.00806
Br -14.66386 -16.91979 -30.83400
H -16.78558 -17.31886 -29.60150
C -11.89037 -12.57809 -23.73877
Br -10.81608 -11.07494 -23.28124
Br -11.94053 -12.85222 -25.63556
Br -13.68188 -12.39002 -23.02870
H -11.47775 -13.47589 -23.30356
C -17.95561 -13.51407 -21.80147
C -17.99292 -12.51969 -22.96064
C -18.81865 -11.35808 -22.44533
S -18.22884 -11.11759 -20.75012
O -19.35243 -11.03755 -19.85637
O -17.21041 -10.09953 -20.73030
C -17.44397 -12.72272 -20.59641
H -17.35349 -14.40255 -21.98710
H -18.97810 -13.85501 -21.61271
H -18.41848 -12.93274 -23.87528
H -16.98406 -12.16245 -23.19189
H -19.86175 -11.63993 -22.29685
H -18.72544 -10.40896 -22.96510
H -17.69284 -13.15429 -19.63126
H -16.37202 -12.54424 -20.67251
C -15.11018 -11.81260 -27.32943
C -15.72259 -11.85399 -28.73448
C -17.13449 -11.33440 -28.59372
S -17.73228 -12.00512 -27.03074
O -18.52969 -13.17664 -27.25205
O -18.24533 -10.91948 -26.23285
C -16.12598 -12.52416 -26.44233
H -14.91458 -10.78922 -27.00993
H -14.19238 -12.39559 -27.30166
H -15.69692 -12.88823 -29.09146
H -15.15483 -11.28066 -29.46851
H -17.84693 -11.54880 -29.38552
H -17.12036 -10.25635 -28.41296
H -16.11300 -13.59460 -26.63138
H -16.09591 -12.30969 -25.37609
*
```

**Gap between HOMO and LUMO**: 9.67 eV
**HOMO**: -9.979 eV
**Electronic energy**: -671956.2474 eV
**LUMO level**: -0.3 eV

=====

> Which value of gap between HOMO and LUMO does entry 2 give?

9.67 eV

=====

> HOMO of number 2 (C11H19Br9O4S2)?

-9.979 eV

=====

> Which of these has the lowest LUMO level?

C11H19Br9O4S2

=====

> Among the records above, which one has the lowest electronic energy?

C11H19Br9O4S2